Record 1
Computed, not measured: C36H75N2O18PS5Si as an isolated structure at a distorted geometry, with ωB97M-V with the def2-TZVPD basis set.

Net charge   0
HOMO level   -7.999 eV

Cartesian coordinates (Å):
C -0.974 0.422 7.577
C -0.930 1.858 6.764
O -1.398 2.948 7.420
O -0.456 2.004 5.347
C -1.508 1.488 4.462
C -1.129 0.260 3.494
C -0.748 0.361 1.978
C -0.841 1.489 0.895
C 0.542 2.348 0.913
C 2.008 1.788 0.845
O 2.371 0.621 0.035
C 2.782 1.480 2.303
N 1.890 1.474 3.500
C -0.759 0.623 -0.548
C -0.177 1.323 -1.863
O -1.942 -0.145 -0.883
S -3.151 0.643 -1.735
O -4.156 -0.536 -2.094
O -4.042 1.650 -0.800
C -3.644 1.925 0.627
P -5.045 3.291 0.870
N -5.640 3.368 2.356
Si -4.375 0.532 1.614
C -6.262 0.428 0.998
C -4.588 0.667 3.524
C -3.870 -1.305 1.342
C -2.126 2.538 0.679
C -1.929 4.103 1.204
C -2.092 4.690 2.636
C -3.456 5.523 3.135
C -3.661 6.224 4.596
C -2.479 6.183 5.728
C -2.684 6.895 7.197
C -1.087 5.438 5.295
C -0.897 4.738 3.810
H -0.083 -0.290 7.280
H -1.114 0.541 8.743
H -1.960 -0.133 7.195
H -2.332 1.087 5.236
H -2.092 2.266 3.830
H -0.263 -0.310 4.101
H -2.029 -0.525 3.620
H 0.398 -0.019 1.939
H -1.213 -0.642 1.496
H 0.467 3.163 0.039
H 0.486 3.014 1.906
H 2.704 2.661 0.401
H 2.069 -0.210 0.504
H 3.649 2.262 2.510
H 3.329 0.419 2.268
H 1.890 0.556 4.026
H 2.267 2.170 4.179
H 0.015 -0.257 -0.290
H -0.670 2.362 -2.184
H 0.976 1.502 -1.941
H -0.435 0.604 -2.784
H -6.222 2.988 0.034
H -4.689 4.600 0.462
H -6.649 3.131 2.423
H -6.708 -0.660 1.209
H -6.324 0.548 -0.181
H -6.952 1.159 1.590
H -4.201 1.744 3.847
H -5.737 0.671 3.858
H -4.107 -0.207 4.145
H -4.799 -1.958 1.726
H -3.733 -1.637 0.228
H -2.999 -1.691 2.062
H -1.956 2.819 -0.508
H -2.619 4.776 0.484
H -0.894 4.586 0.827
H -4.371 5.651 2.379
H -4.685 6.774 4.839
H -3.700 7.487 7.284
H -2.526 6.103 8.054
H -1.820 7.706 7.289
H -0.206 5.410 6.096
H 0.184 4.264 3.644
O -5.941 -4.162 1.454
S -6.539 -5.223 0.673
O -7.769 -5.872 1.073
O -5.413 -6.361 0.373
C -4.762 -6.975 1.478
C -5.683 -7.937 2.207
C -6.745 -4.647 -0.995
H -4.362 -6.215 2.160
H -3.906 -7.532 1.080
H -6.521 -7.410 2.670
H -5.145 -8.467 2.999
H -6.106 -8.669 1.511
H -5.818 -4.181 -1.332
H -7.555 -3.914 -0.997
H -7.012 -5.493 -1.631
O -1.386 -3.526 -5.743
S -0.594 -2.694 -4.864
O 0.065 -1.493 -5.331
O 0.492 -3.626 -4.087
C 1.401 -4.395 -4.864
C 2.464 -3.523 -5.509
C -1.585 -2.259 -3.455
H 0.863 -4.984 -5.616
H 1.886 -5.105 -4.186
H 2.025 -2.838 -6.239
H 3.207 -4.134 -6.031
H 2.971 -2.911 -4.756
H -2.068 -3.156 -3.064
H -2.338 -1.541 -3.787
H -0.943 -1.799 -2.701
O 5.551 -2.948 -0.862
S 5.335 -1.993 -1.927
O 5.723 -2.268 -3.294
O 5.948 -0.553 -1.481
C 7.325 -0.483 -1.133
C 8.218 -0.596 -2.355
C 3.619 -1.531 -1.930
H 7.574 -1.249 -0.389
H 7.490 0.491 -0.660
H 8.127 -1.579 -2.824
H 9.270 -0.454 -2.085
H 7.940 0.148 -3.108
H 3.310 -1.287 -0.912
H 3.046 -2.382 -2.303
H 3.485 -0.675 -2.595
O 7.996 1.387 -6.648
S 8.230 -0.038 -6.748
O 8.875 -0.785 -5.690
O 8.982 -0.354 -8.156
C 10.222 0.290 -8.420
C 11.344 -0.288 -7.577
C 6.687 -0.837 -7.118
H 10.133 1.373 -8.272
H 10.452 0.128 -9.479
H 11.182 -0.094 -6.513
H 12.307 0.155 -7.851
H 11.403 -1.374 -7.703
H 6.195 -0.309 -7.936
H 6.068 -0.797 -6.218
H 6.883 -1.877 -7.384



Record 2
Computed, not measured: a 11-piece molecular cluster, C36H75O14P overall at a distorted geometry, with ωB97M-V with the def2-TZVPD basis set.

Energy above the lowest of the compared OMol25 structures with the same formula, charge and spin   259.11 kJ/mol
Net charge   0
SMILES   COP(=O)(OC)OC.C1CCOC1.C1CCOC1.C1CCOC1.CC(C)=O.CC(C)=O.CC(C)=O.CC(C)=O.CC(C)=O.CC(C)=O.CC(C)=O
HOMO level   -9.128 eV

Cartesian coordinates (Å):
C -4.818 -5.488 -3.508
O -4.477 -4.136 -3.858
P -4.218 -3.120 -2.594
O -5.167 -3.297 -1.455
O -2.671 -3.366 -2.190
C -2.315 -4.485 -1.387
O -4.189 -1.669 -3.256
C -3.865 -0.569 -2.419
H -5.424 -5.917 -4.306
H -5.415 -5.542 -2.597
H -3.907 -6.068 -3.362
H -1.607 -5.162 -1.864
H -3.090 -5.095 -0.922
H -1.719 -4.027 -0.597
H -3.072 0.093 -2.767
H -3.589 -0.893 -1.415
H -4.724 0.099 -2.354
C 1.058 -5.109 -0.032
C 2.441 -5.510 0.258
C 3.299 -4.646 -0.583
O 2.511 -4.625 -1.776
C 1.154 -4.874 -1.602
H 0.826 -4.214 0.545
H 0.274 -5.799 0.280
H 2.675 -6.526 -0.060
H 2.736 -5.376 1.299
H 4.286 -5.097 -0.690
H 3.487 -3.637 -0.216
H 0.888 -5.808 -2.096
H 0.553 -4.003 -1.863
C -1.173 -0.224 4.428
C -1.590 -0.680 5.801
C -2.972 -1.332 5.561
O -3.542 -0.445 4.602
C -2.497 0.066 3.693
H -0.625 -1.011 3.911
H -0.570 0.683 4.381
H -1.612 0.219 6.417
H -0.908 -1.311 6.372
H -3.663 -1.197 6.393
H -2.901 -2.381 5.273
H -2.606 1.146 3.599
H -2.611 -0.457 2.743
C 0.571 -0.969 0.206
C 0.924 0.424 0.711
C -0.424 1.174 0.762
O -1.337 0.364 0.007
C -0.634 -0.729 -0.715
H 0.371 -1.536 1.115
H 1.392 -1.494 -0.283
H 1.586 0.920 0.002
H 1.349 0.398 1.714
H -0.395 2.191 0.373
H -0.853 1.170 1.764
H -0.247 -0.391 -1.677
H -1.169 -1.669 -0.850
C -3.791 3.403 -3.570
C -2.428 3.357 -2.845
C -1.396 2.314 -3.171
O -2.118 4.282 -2.107
H -4.178 2.384 -3.576
H -3.625 3.820 -4.563
H -4.612 3.915 -3.068
H -0.596 2.717 -3.792
H -1.796 1.489 -3.760
H -1.063 1.825 -2.255
C 6.229 0.629 0.762
C 5.189 1.536 0.117
C 4.208 2.248 1.033
O 5.186 1.762 -1.103
H 6.747 0.042 0.003
H 5.713 -0.082 1.407
H 6.889 1.232 1.385
H 3.341 1.618 1.237
H 3.826 3.144 0.544
H 4.668 2.519 1.983
C 2.961 2.282 -3.193
C 2.045 3.461 -2.792
C 2.017 4.555 -3.747
O 1.383 3.380 -1.771
H 3.978 2.655 -3.317
H 2.759 1.867 -4.181
H 2.987 1.494 -2.440
H 3.008 4.919 -4.019
H 1.547 5.405 -3.252
H 1.461 4.236 -4.628
C 2.657 -1.887 2.930
C 3.257 -0.733 3.746
C 2.714 -0.544 5.167
O 4.089 0.074 3.276
H 3.125 -2.818 3.250
H 2.879 -1.731 1.874
H 1.591 -1.986 3.132
H 3.278 -1.238 5.790
H 1.656 -0.758 5.321
H 2.902 0.490 5.456
C -2.866 4.726 1.714
C -4.147 3.935 1.735
C -4.294 2.821 0.695
O -5.019 4.065 2.630
H -2.975 5.573 2.390
H -2.583 5.096 0.729
H -2.085 4.084 2.122
H -5.046 2.071 0.937
H -3.389 2.215 0.636
H -4.534 3.179 -0.306
C 2.201 3.418 4.123
C 0.853 3.769 3.509
C 0.910 4.419 2.160
O -0.248 3.617 4.030
H 2.029 3.266 5.188
H 2.966 4.194 4.096
H 2.682 2.588 3.605
H 1.451 3.792 1.451
H 1.355 5.408 2.272
H -0.142 4.519 1.895
C -0.063 -0.427 -4.984
C 1.325 -0.965 -4.691
C 1.489 -2.356 -4.095
O 2.378 -0.357 -5.013
H -0.768 -0.727 -4.209
H -0.465 -0.931 -5.863
H 0.043 0.651 -5.101
H 2.493 -2.755 -4.238
H 0.753 -3.020 -4.549
H 1.225 -2.213 -3.048



Record 3
Computed, not measured: a 3-piece molecular cluster, C36H76BBr2N5O9P overall at a distorted geometry, with ωB97M-V with the def2-TZVPD basis set.

Net charge   +1
HOMO level (spin up / spin down)   -10.165 / -10.892 eV
2S+1   3

Cartesian coordinates (Å):
C -0.276 3.729 -2.286
C 0.746 3.125 -3.327
O 1.382 1.921 -2.903
C 2.289 2.145 -1.833
C 3.367 1.007 -1.734
O 3.584 0.646 -0.353
C 3.097 -0.660 -0.113
C 3.226 -1.073 1.417
Br 5.200 -1.038 1.736
N 2.799 -2.459 1.460
C 2.223 -2.967 2.703
C 1.458 -1.938 3.635
C 0.196 -2.693 4.184
C -0.529 -2.057 5.409
C -1.089 -0.608 5.213
C -2.071 -0.338 6.437
O -2.422 1.039 6.530
P 2.581 -1.749 5.165
O 2.300 -0.429 5.856
O 2.371 -3.036 6.225
O 4.198 -1.895 4.745
N 1.197 -0.630 2.998
B 0.057 -0.586 1.997
O -0.303 -1.749 1.240
N -0.719 0.654 1.706
C -2.188 0.411 1.876
C -0.533 0.846 0.220
C 2.405 -0.027 2.270
C 3.234 0.945 3.185
C 3.944 2.099 2.386
C 2.960 3.162 1.801
Br 1.981 4.169 3.204
H -0.241 4.842 -2.366
H -1.317 3.438 -2.556
H -0.022 3.482 -1.233
H 0.175 2.877 -4.251
H 1.452 3.943 -3.606
H 2.785 3.146 -1.955
H 1.685 2.233 -0.892
H 4.307 1.391 -2.185
H 3.061 0.112 -2.325
H 3.790 -1.368 -0.647
H 2.072 -0.863 -0.519
H 2.260 -2.709 0.639
H 1.469 -3.747 2.420
H 3.017 -3.543 3.245
H 0.588 -3.684 4.538
H -0.561 -2.970 3.412
H 0.044 -2.057 6.362
H -1.421 -2.709 5.610
H -1.708 -0.461 4.299
H -0.280 0.161 5.332
H -2.964 -1.005 6.296
H -1.544 -0.654 7.371
H -2.885 1.219 5.703
H 2.068 -2.659 7.065
H 4.588 -2.629 5.243
H 0.971 0.061 3.738
H 0.296 -1.846 0.490
H -2.758 0.795 1.000
H -2.458 -0.636 2.138
H -2.521 1.049 2.738
H -0.872 1.862 -0.084
H 0.507 0.641 -0.119
H -1.188 0.129 -0.345
H 1.936 0.677 1.524
H 3.982 0.452 3.836
H 2.519 1.469 3.876
H 4.644 1.747 1.601
H 4.573 2.633 3.144
H 2.289 2.731 1.028
H 3.587 3.925 1.277
C -5.518 -4.894 1.935
C -4.066 -5.376 2.141
C -3.980 -6.907 2.014
C -4.523 -7.647 3.228
C -3.835 -7.157 4.497
C -3.935 -5.634 4.676
N -3.538 -4.881 3.445
O -2.217 -4.910 3.372
C -5.379 -5.277 5.096
C -3.091 -5.214 5.895
C -3.327 -4.766 0.933
H -5.544 -3.830 1.689
H -5.984 -5.433 1.107
H -6.175 -5.028 2.788
H -2.936 -7.206 1.867
H -4.514 -7.238 1.119
H -5.607 -7.521 3.295
H -4.347 -8.720 3.112
H -4.270 -7.662 5.364
H -2.782 -7.460 4.465
H -5.565 -4.203 5.007
H -5.557 -5.545 6.139
H -6.140 -5.815 4.535
H -2.048 -5.523 5.810
H -3.476 -5.682 6.803
H -3.124 -4.132 6.040
H -3.313 -3.675 0.989
H -3.833 -5.042 0.006
H -2.297 -5.116 0.847
C 0.284 6.570 -9.766
C 0.717 6.544 -8.284
C 2.198 6.935 -8.146
C 3.158 5.830 -8.567
C 2.849 4.544 -7.808
C 1.384 4.106 -7.957
N 0.419 5.213 -7.684
O 0.366 5.372 -6.370
C 1.180 3.537 -9.380
C 1.125 2.895 -7.042
C -0.124 7.677 -7.661
H -0.804 6.630 -9.853
H 0.701 7.446 -10.269
H 0.592 5.712 -10.353
H 2.414 7.198 -7.104
H 2.404 7.836 -8.730
H 3.102 5.671 -9.648
H 4.186 6.138 -8.357
H 3.513 3.748 -8.156
H 3.086 4.697 -6.749
H 0.119 3.432 -9.617
H 1.627 2.544 -9.468
H 1.660 4.129 -10.157
H 1.358 3.103 -5.999
H 1.753 2.051 -7.333
H 0.084 2.569 -7.108
H -1.189 7.438 -7.688
H 0.021 8.602 -8.223
H 0.152 7.888 -6.628